[1]
The following is a quantum chemistry calculation of a molecular structure, C29H27BN11O9OsS in a non-equilibrium geometry, from the OMol25 dataset.

## Properties
F_max (eV/A): 4.18
E_HOMO (spin up / spin down) (eV): -14.055 / -14.077
Electronic energy (eV): -79285.76429
LUMO (spin up / spin down) (hartree): -0.280 / -0.276
Orbital gap (spin up / spin down) (eV): 6.42 / 6.56
<S²>: 0.913

Structure (ORCA input):
```
! RIJCOSX wB97M-V def2-TZVPD def2/J DEFGRID3
* xyz 2 2
Os 0.2763 1.6108 -0.7879
C 3.2225 0.6005 -2.3379
C 2.6967 -0.1950 -1.2086
C 3.2812 -1.2760 -0.5443
C 2.3549 -1.6748 0.3946
N 1.2638 -0.8930 0.2890
N 1.4797 0.0270 -0.6819
B -0.0372 -0.9748 1.1264
N 0.0127 0.1823 2.1379
C -0.4331 0.4016 3.3957
C -0.2075 1.7193 3.7174
C 0.3530 2.2906 2.5655
C 0.7757 3.6912 2.3303
N 0.4727 1.3514 1.6357
N -1.2755 -0.6743 0.2658
C -2.5361 -1.1320 0.3923
C -3.3503 -0.4379 -0.4760
C -2.5164 0.4861 -1.1149
C -2.8711 1.4763 -2.1524
N -1.2712 0.3383 -0.6339
N -0.0454 -2.3957 1.7178
C 0.3969 -2.6445 2.9635
C 0.7327 -3.9680 3.0806
C 0.5044 -4.5413 1.8301
C 0.8097 -5.9533 1.5292
N 0.0299 -3.5750 1.0135
H 3.8609 -0.0112 -2.9701
H 3.8289 1.4315 -1.9760
H 2.4017 1.0010 -2.9350
H 4.2483 -1.6990 -0.7236
H 2.4410 -2.4511 1.1302
H -0.9034 -0.3587 3.9843
H -0.4162 2.2113 4.6444
H 1.4574 4.0244 3.1089
H -0.0880 4.3531 2.3392
H 1.2811 3.7692 1.3710
H -2.7826 -1.8997 1.0991
H -4.4014 -0.5624 -0.6376
H -3.6338 1.0821 -2.8199
H -1.9998 1.7691 -2.7403
H -3.2842 2.3595 -1.6612
H 0.4865 -1.8706 3.6958
H 1.0950 -4.4780 3.9496
H 1.3802 -6.3660 2.3586
H 1.3960 -6.0579 0.6201
H -0.0932 -6.5538 1.4284
O 1.0568 9.0952 -1.2467
N 0.0080 8.7174 -0.8020
O -0.9042 9.3818 -0.3955
C -0.1865 7.2592 -0.7533
C -1.4011 6.7463 -0.3079
C -1.6029 5.3848 -0.2925
C -0.5954 4.4588 -0.7110
O -0.8357 3.2096 -0.7145
C 0.6638 5.0395 -1.1084
C 0.8406 6.4238 -1.1412
N 1.7589 4.2432 -1.5065
O 2.6829 4.7416 -2.0941
O 1.7882 3.0071 -1.2148
N -2.8820 4.8879 0.1989
O -3.5811 5.6800 0.7669
O -3.1464 3.7202 0.0084
H -2.1785 7.4187 0.0331
H 1.7968 6.8424 -1.4346
O -1.7430 -7.9351 -1.3115
C -0.4849 -7.5318 -1.2732
O 0.4394 -8.2833 -1.1785
C -0.2287 -6.0393 -1.2747
C -1.0041 -5.1722 -0.5606
C -0.5872 -3.7510 -0.3546
C 0.2827 -3.3190 -1.5109
S -0.0300 -1.8442 -2.3125
C 1.1152 -4.2411 -2.1374
C 0.9351 -5.6018 -1.9420
H -2.4061 -7.2532 -1.4841
H -1.9149 -5.4860 -0.0766
H -1.4734 -3.1124 -0.3256
H 1.8301 -3.8908 -2.8652
H 1.5948 -6.3291 -2.3866
*
```

[2]
The following is a quantum chemistry calculation of a molecular structure, C29H27BrClFeGeIN4O2Se5 in a non-equilibrium geometry, from the OMol25 dataset.

## Properties
F_max (eV/A): 2.22
E_HOMO (spin up / spin down) (eV): -0.623 / -1.575
Electronic energy (eV): -548868.57863
LUMO (spin up / spin down) (hartree): 0.130 / 0.100
Orbital gap (spin up / spin down) (eV): 4.16 / 4.29
<S²>: 6.119

Structure (ORCA input):
```
! RIJCOSX wB97M-V def2-TZVPD def2/J DEFGRID3
* xyz -2 5
Fe 0.5310 -0.5239 0.6920
Se -0.3444 -1.6897 2.4348
Se -2.0139 -0.7174 3.5578
Se -1.3043 2.8570 2.3549
Se 0.1329 1.5954 1.2676
Cl -0.6933 -6.2756 -2.8475
C -0.8166 -4.6855 -2.1145
C -1.9686 -3.9672 -2.2653
C -2.1057 -2.6852 -1.7035
I -3.8708 -1.6278 -2.0436
C -1.0895 -2.0899 -0.9515
O -1.1211 -0.9337 -0.4270
C 0.1067 -2.8929 -0.7901
N 1.0720 -2.3016 -0.0476
C 2.2251 -2.8966 0.1027
C 2.4947 -4.1497 -0.4803
C 1.5314 -4.7840 -1.2082
C 0.2787 -4.1580 -1.3869
H -2.7846 -4.3910 -2.8380
H 2.9581 -2.3764 0.7067
H 3.4652 -4.6040 -0.3281
H 1.7104 -5.7556 -1.6513
Br 2.1953 7.1401 -2.8592
C 3.4471 5.7097 -2.6338
C 3.5380 5.0529 -1.4155
C 4.4604 4.0292 -1.2470
C 5.3330 3.6358 -2.3012
C 5.2025 4.3427 -3.5240
C 4.2761 5.3551 -3.6909
N 6.3348 2.7011 -2.2309
N 6.4381 1.8302 -1.2211
C 5.3497 1.2711 -0.5836
C 5.5391 0.8031 0.7248
C 4.5104 0.2703 1.5082
C 3.2143 0.1246 1.0119
O 2.2011 -0.3713 1.7068
C 3.0142 0.4801 -0.3444
N 1.7618 0.2160 -0.8336
C 1.5128 0.4184 -2.1064
C 2.4824 0.9023 -2.9962
C 3.7362 1.2130 -2.5218
C 4.0491 1.0246 -1.1645
H 2.8811 5.3301 -0.5994
H 4.5307 3.5399 -0.2876
H 5.8528 4.0531 -4.3422
H 4.1907 5.8725 -4.6401
H 6.5356 0.9208 1.1382
H 4.6918 -0.0294 2.5358
H 0.5116 0.1747 -2.4436
H 2.2330 1.0320 -4.0416
H 4.4931 1.5799 -3.2000
C -2.3708 6.1286 -4.0671
Ge -2.5474 4.2172 -3.6565
C -1.6350 3.1769 -5.0377
C -4.4393 3.7175 -3.6134
C -1.6880 3.7871 -1.9616
Se -1.7632 1.8619 -1.5847
C -3.3774 1.8768 -0.5143
H -2.8915 6.3761 -4.9974
H -1.3159 6.3919 -4.1778
H -2.7929 6.7365 -3.2616
H -2.1578 3.2139 -5.9969
H -1.5820 2.1365 -4.7080
H -0.6157 3.5471 -5.1778
H -4.9243 3.9621 -4.5626
H -4.9622 4.2414 -2.8087
H -4.5270 2.6410 -3.4450
H -2.1127 4.3081 -1.1020
H -0.6287 4.0436 -2.0126
H -4.2473 2.0704 -1.1385
H -3.2740 2.6273 0.2615
H -3.4478 0.8922 -0.0542
*
```

[3]
The following is a quantum chemistry calculation of a molecular structure, C29H27IN2O4STc, from the OMol25 dataset.

## Properties
F_max (eV/A): 0.64
E_HOMO (spin up / spin down) (eV): -8.004 / -7.949
Electronic energy (eV): -62815.92547
LUMO (spin up / spin down) (hartree): -0.004 / -0.007
Orbital gap (spin up / spin down) (eV): 7.90 / 7.77
<S²>: 0.778

Structure (ORCA input):
```
! RIJCOSX wB97M-V def2-TZVPD def2/J DEFGRID3
* xyz 0 2
Tc 0.4190 -0.5515 -0.1621
C -5.3340 -1.7803 -2.2737
C -4.0775 -2.3150 -1.6382
C -3.0930 -2.9282 -2.4087
C -1.9431 -3.4369 -1.8247
C -1.7770 -3.3167 -0.4536
C -2.7471 -2.7160 0.3381
C -3.8914 -2.2203 -0.2618
S -0.2990 -3.9077 0.2914
O -0.5263 -4.0652 1.7032
O 0.2190 -5.0212 -0.4586
N 0.6337 -2.6046 0.0306
C 2.0013 -2.6231 -0.0097
C 2.9693 -3.5950 0.2650
C 4.2941 -3.2201 0.2212
C 4.6681 -1.9079 -0.0749
C 3.6721 -0.9960 -0.3268
N 2.3869 -1.3553 -0.3177
H -5.2151 -1.6645 -3.3509
H -5.6057 -0.8111 -1.8513
H -6.1743 -2.4565 -2.1013
H -3.2314 -3.0147 -3.4805
H -1.1806 -3.9264 -2.4166
H -2.6010 -2.6531 1.4088
H -4.6511 -1.7435 0.3478
H 2.6649 -4.6062 0.4980
H 5.0595 -3.9570 0.4313
H 5.7049 -1.6052 -0.0999
H 3.8781 0.0448 -0.5450
C 0.8077 0.6507 3.9216
C 0.8424 1.0307 2.4309
C -0.1876 2.1510 2.2177
C 0.4149 -0.1761 1.6109
C 2.2574 1.4488 2.0185
C 2.4969 2.5331 1.1788
C 3.7916 2.8837 0.8123
C 4.8769 2.1580 1.2842
C 4.6511 1.0676 2.1137
C 3.3572 0.7154 2.4667
H -0.2169 0.4132 4.2160
H 1.1603 1.4837 4.5334
H 1.4223 -0.2218 4.1410
H -1.1711 1.8076 2.5443
H -0.2651 2.4427 1.1732
H 0.0837 3.0290 2.8098
H -0.0163 -1.0122 2.1801
H 1.6704 3.1125 0.7903
H 3.9493 3.7331 0.1587
H 5.8858 2.4384 1.0089
H 5.4844 0.4825 2.4849
H 3.2097 -0.1514 3.0988
I -4.2946 5.9907 -3.7500
C -3.1758 4.4366 -2.9243
C -1.8243 4.6305 -2.6680
C -1.0866 3.5923 -2.1171
C -1.7000 2.3788 -1.8290
C -3.0510 2.1968 -2.0911
C -3.7961 3.2273 -2.6406
C -0.9185 1.2742 -1.2296
O -1.4571 0.1592 -0.9653
O 0.3170 1.4228 -0.9501
H -1.3542 5.5770 -2.8953
H -0.0313 3.7135 -1.9075
H -3.5069 1.2422 -1.8601
H -4.8490 3.0923 -2.8462
*
```